C5H7N2 | wB97M-V/def2-TZVPD

XYZ file:
```
14
Properties=species:S:1:pos:R:3
C -0.4137 0.2072 3.2723
C -0.0262 0.5412 2.1880
C -0.7111 1.1730 -1.1626
C -0.2372 -0.2673 -1.4076
C 0.3047 0.8137 0.7669
N -0.5064 1.6033 -0.0068
N 0.2956 -0.5623 -0.0126
H -0.9208 -0.1722 4.1341
H -1.3676 1.8354 -1.8168
H -0.9807 -0.9653 -1.8395
H 0.5676 -0.2897 -2.1908
H 1.6657 1.0672 0.5938
H -0.2614 -1.2226 0.5579
H 1.2255 -0.8473 0.1028
```

Values from the calculation:
Energy relative to the best compared isomer or geometry (same formula, charge and spin)   116.77 kcal/mol
Total charge   +1
Max |F|   4.67 eV Å⁻¹